# 1
{
  "formula": "C6H9N2O",
  "method": "wB97M-V/def2-TZVPD",
  "elements": ["C", "N", "C", "C", "C", "C", "N", "C", "O", "H", "H", "H", "H", "H", "H", "H", "H", "H"],
  "positions_angstrom": [[2.65317, -0.57973, -0.44883], [1.40737, -0.46823, 0.45328], [0.15796, 0.10532, -0.21007], [-0.48393, 1.15273, 0.33918], [-1.83528, 1.54881, 0.03168], [-2.76041, 0.61196, -0.22087], [-2.53172, -0.76400, -0.09799], [-1.49105, -1.37553, 0.06629], [-0.78658, -2.26518, 0.35941], [2.61580, -0.95425, -1.45040], [3.01360, 0.43782, -0.72045], [3.34230, -1.02056, 0.20983], [1.75735, 0.09915, 1.23840], [1.13436, -1.46469, 0.92151], [-0.17093, -0.28499, -1.11673], [-0.12819, 1.73636, 1.21922], [-2.11960, 2.61844, -0.18138], [-3.77424, 0.86656, -0.39209]],
  "forces_ev_per_a": [[-0.266, 2.273, 0.211], [-0.918, -1.831, -0.833], [1.525, 2.242, 2.725], [0.766, 0.489, 1.381], [-0.676, 0.893, -2.126], [0.614, -0.511, 0.505], [0.344, 0.687, -0.495], [-2.186, -1.557, 1.371], [0.695, 0.002, -0.422], [-1.017, -1.378, -0.085], [-0.445, -0.244, 0.957], [1.261, -0.879, 0.209], [-0.727, 0.107, -0.285], [0.579, 2.506, -1.630], [0.272, -0.922, -1.454], [0.450, -0.784, -0.586], [0.472, -1.252, 0.769], [-0.743, 0.158, -0.212]],
  "nbo_charge": [-0.418, -0.543, -0.113, -0.132, -0.314, 0.065, -0.510, 0.850, -0.526, 0.258, 0.238, 0.229, 0.445, 0.481, 0.246, 0.238, 0.269, 0.236],
  "total_charge": 1
}

# 2
{
  "formula": "C12H38NO10",
  "method": "wB97M-V/def2-TZVPD",
  "elements": ["O", "H", "H", "H", "C", "C", "C", "O", "C", "N", "H", "H", "H", "H", "H", "H", "H", "H", "H", "H", "H", "C", "C", "O", "O", "H", "H", "H", "H", "H", "H", "C", "C", "O", "O", "H", "H", "H", "H", "H", "H", "C", "C", "O", "O", "H", "H", "H", "H", "H", "H", "C", "C", "O", "O", "H", "H", "H", "H", "H", "H"],
  "positions_angstrom": [[0.01492, -0.63115, 0.42211], [0.78609, -0.17357, 0.76494], [-0.66116, 0.04491, 0.33586], [0.21206, -0.81733, -0.49880], [-3.12231, 2.84863, -1.09045], [-2.79166, 1.65630, -0.21826], [-2.84563, 0.32509, -0.99912], [-2.70653, -0.78898, -0.07988], [-2.88011, -2.10803, -0.67212], [-1.37412, 1.69375, 0.18032], [-2.95073, 2.64435, -2.14730], [-2.84228, 3.83546, -0.72186], [-4.19415, 2.94332, -1.26448], [-3.33790, 1.45679, 0.70364], [-1.98327, 0.31390, -1.66569], [-3.77384, 0.18988, -1.55431], [-2.68269, -2.87128, 0.08059], [-2.21788, -2.25247, -1.52575], [-3.93498, -2.19474, -0.93257], [-0.74231, 1.98622, -0.55137], [-1.19204, 2.31623, 0.95457], [-1.52323, 2.90320, 3.43261], [-0.52052, 1.92293, 4.09694], [-0.26790, 0.73405, 3.35593], [-0.87114, 3.55194, 2.40913], [-1.84720, 3.49875, 4.28611], [-2.43066, 2.35234, 3.18518], [-0.82481, 1.59499, 5.09090], [0.44597, 2.38278, 4.30317], [-1.05590, 0.22356, 3.15578], [0.03075, 3.71109, 2.69699], [2.29708, -0.78916, -2.03847], [2.58267, -1.50443, -3.38307], [2.91437, -0.60297, -4.53828], [0.92062, -0.45655, -2.00012], [2.77834, 0.18709, -2.09693], [2.65473, -1.33567, -1.16583], [1.78675, -2.17807, -3.70058], [3.42846, -2.18884, -3.31727], [2.28239, -0.35082, -5.21550], [0.75796, 0.14422, -2.73103], [0.01520, -4.38849, 0.17184], [1.53831, -4.26872, 0.36752], [2.10005, -3.78696, -0.84165], [-0.32789, -5.24980, -0.93871], [-0.32657, -3.37476, -0.03712], [-0.36330, -4.68575, 1.14983], [2.15296, -5.14973, 0.55224], [1.65054, -3.46236, 1.09228], [2.11268, -4.53053, -1.44873], [-0.50273, -4.59786, -1.62136], [2.48235, 1.76657, 1.35067], [2.54465, 2.34836, -0.02707], [1.28689, 2.35328, -0.73155], [2.14479, 0.39319, 1.47561], [1.74512, 2.24018, 1.99896], [3.46835, 1.91195, 1.79199], [3.19796, 1.82870, -0.72795], [2.74750, 3.38713, 0.23349], [1.47113, 2.96578, -1.44744], [2.54353, 0.08198, 2.29155]],
  "forces_ev_per_a": [[-0.097, -2.314, 0.613], [1.795, 0.756, 1.205], [-2.330, 2.351, 0.418], [0.601, -0.381, -1.768], [-2.252, -0.208, -0.446], [1.700, -1.267, -0.448], [-0.628, -0.766, 0.523], [0.257, -0.012, -0.267], [-0.483, 1.270, 0.541], [0.332, -0.678, 0.640], [1.391, 0.226, -0.025], [0.592, -0.313, -0.138], [-0.582, -0.043, 0.788], [-0.458, 0.661, -0.114], [-0.023, 0.006, -0.508], [-0.081, 0.130, -0.209], [0.183, 0.302, 0.115], [-0.053, 0.023, -0.192], [0.056, -0.202, -0.455], [-0.187, 0.226, -0.308], [-0.007, 0.221, 0.122], [1.021, -1.807, 2.941], [-1.083, -1.061, 0.349], [0.938, 0.152, -0.674], [-0.343, 0.821, -1.204], [0.012, 0.936, -0.221], [0.139, 0.055, -0.931], [-0.566, 0.310, 0.187], [0.155, 0.258, -0.460], [-0.329, 0.269, 0.264], [0.029, 0.195, -0.032], [0.688, 0.685, -2.338], [0.380, 0.101, -1.557], [0.735, -0.305, 2.043], [-0.980, -0.616, 0.701], [0.754, -0.185, 0.162], [-0.544, -0.162, -0.141], [-0.473, 0.266, 0.352], [0.340, 0.439, 0.161], [-0.726, -0.652, 0.505], [-0.177, 0.091, 0.043], [1.300, -0.585, 0.177], [-0.420, 0.446, -1.149], [0.267, 0.824, -0.679], [0.108, 0.879, 1.136], [-0.120, 0.035, 0.083], [-0.675, -0.500, -0.300], [-0.783, -0.314, 1.022], [0.437, -0.276, 0.349], [0.002, -0.058, -0.166], [-0.121, -0.420, -0.461], [-0.173, -0.298, 0.855], [-1.179, -0.124, -0.038], [0.109, 0.054, 0.388], [0.413, -0.657, -0.957], [0.000, 0.807, -0.303], [0.106, 0.167, -0.028], [0.879, 0.328, 0.652], [0.831, 0.137, -0.596], [-0.428, 0.083, -0.300], [-0.250, -0.306, 0.078]],
  "nbo_charge": [-0.809, 0.539, 0.544, 0.540, -0.657, -0.079, -0.055, -0.581, -0.256, -0.895, 0.221, 0.238, 0.230, 0.211, 0.151, 0.186, 0.204, 0.165, 0.191, 0.387, 0.408, -0.099, -0.092, -0.751, -0.710, 0.178, 0.186, 0.182, 0.169, 0.479, 0.477, -0.109, -0.094, -0.769, -0.764, 0.176, 0.225, 0.187, 0.203, 0.487, 0.496, -0.095, -0.090, -0.753, -0.707, 0.156, 0.184, 0.192, 0.170, 0.478, 0.467, -0.090, -0.103, -0.750, -0.751, 0.176, 0.197, 0.194, 0.197, 0.480, 0.507],
  "total_charge": 1
}

# 3
{
  "formula": "C3H4N2O3",
  "method": "wB97M-V/def2-TZVPD",
  "elements": ["C", "C", "C", "H", "H", "H", "H", "N", "N", "O", "O", "O"],
  "positions_angstrom": [[0.76019, 0.37480, -0.32311], [-0.58361, -0.79208, 0.90754], [-1.32629, -0.45991, -0.19244], [1.97617, 1.27631, -1.48439], [2.62540, 0.71181, -0.07720], [0.13148, -1.13651, 2.53663], [-2.84059, 0.59915, -1.55856], [1.83153, 1.38013, -0.50969], [0.75762, -0.19553, 0.84278], [-0.54728, -1.66723, 1.91449], [-2.37623, -0.46079, -1.05012], [-0.40839, 0.36986, -1.00592]],
  "forces_ev_per_a": [[-0.033, 2.801, 2.379], [2.130, 0.443, -1.035], [1.479, 3.026, -2.594], [0.791, 0.678, -1.562], [-1.710, 2.490, -1.084], [-2.053, -2.234, -1.662], [2.713, -4.336, 3.107], [0.184, -4.634, 0.982], [-2.680, -0.817, -2.188], [0.208, 1.432, 2.734], [-3.429, 1.589, -0.647], [2.398, -0.438, 1.571]],
  "nbo_charge": [0.644, 0.318, 0.424, 0.356, 0.383, 0.507, 0.512, -0.772, -0.561, -0.649, -0.691, -0.471]
}

| no. | electronic energy (eV) |
| --- | --- |
| 1 | -11386.167 |
| 2 | -35015.391 |
| 3 | -12294.089 |